Formula: C3H5InO3
Source: the OMol25 dataset
Level of theory: ωB97M-V with the def2-TZVPD basis set

Net charge ... +2
Calculated total energy ... -14476.8200 eV
Lowest unoccupied orbital energy (spin up / spin down) ... -11.7 / -12.1 eV
Gap between HOMO and LUMO (spin up / spin down) ... 7.5 / 6.3 eV
Highest occupied orbital energy (spin up / spin down) ... -0.703 / -0.679 Ha
Spin multiplicity ... 1
Relative energy (zero: lowest compared OMol25 entry of this formula, charge and spin) ... 214.7 kcal/mol

Positions of all 12 atoms, in Å:
H1 0.573 -1.226 -1.380
C1 0.798 -0.753 -0.063
C2 -0.507 -1.379 -0.399
O1 -0.903 0.290 -0.161
C3 -0.549 1.482 0.123
O2 -1.380 2.007 0.990
H2 1.182 -1.370 0.774
H3 -1.104 -1.623 0.490
H4 -1.035 2.862 1.274
H5 -0.419 -2.412 -0.761
In1 1.627 1.932 -0.579
O3 1.718 0.189 -0.308